[1]
10
Properties=species:S:1:pos:R:3:mulliken_spin:R:1 method="wB97M-V/def2-TZVPD" spin_multiplicity=3 de_lowest_kcal_mol=2.5 charge=+1 largest_force_ev_per_a=4.360 e_tot_ha=-494.88362
O -0.68 -1.13 0.32 0.013
Hg 2.97 0.17 -0.66 1.032
O 1.18 0.11 0.42 -0.025
C -0.02 -0.01 0.45 0.028
O -0.84 1.07 0.16 0.042
C -2.10 -0.85 -0.02 -0.044
H -2.72 -1.31 0.77 0.042
H -2.32 -1.33 -0.99 0.048
C -2.12 0.64 -0.04 0.836
H -2.78 1.29 -0.61 0.030


[2]
55
Properties=species:S:1:pos:R:3:mulliken_spin:R:1 method="wB97M-V/def2-TZVPD" spin_multiplicity=2 de_lowest_kcal_mol=0.0 largest_force_ev_per_a=2.327 e_tot_ha=-1376.36185
O -0.62 -0.68 -0.33 0.966
H -0.64 -0.23 -1.19 -0.170
H -0.30 -1.64 -0.53 -0.061
O 0.88 0.23 1.32 0.051
H 0.18 -0.14 0.31 -0.094
O -2.52 -2.80 -0.31 0.034
H -2.68 -1.94 0.11 0.043
H -2.89 -3.45 0.31 -0.053
O -2.13 -1.13 2.93 0.046
H -1.46 -0.86 2.29 0.086
H -2.00 -1.81 3.57 -0.054
O 0.11 -4.22 -3.08 0.236
H 0.13 -3.61 -3.80 -0.058
H 0.65 -4.99 -3.08 -0.046
O -3.23 -0.50 -4.49 0.143
H -3.95 -1.11 -4.36 -0.039
H -3.22 -0.28 -5.42 -0.041
O -5.09 -0.29 1.97 0.011
H -6.01 0.01 1.92 -0.016
H -5.04 -0.79 2.79 0.005
O -0.62 0.13 -2.87 -0.194
H -0.91 -0.60 -3.43 0.085
H -1.25 0.81 -3.06 -0.007
O 2.11 1.14 4.83 0.022
H 1.14 1.23 4.85 -0.011
H 2.38 0.72 5.65 -0.007
O 0.17 -3.17 -0.59 -0.373
H 0.52 -3.53 -1.43 0.144
H -0.78 -3.33 -0.51 0.134
O -2.93 4.11 1.22 0.038
H -2.18 3.68 0.81 0.000
H -3.58 4.20 0.50 -0.010
O -3.08 1.16 0.27 -0.017
H -2.64 1.00 1.10 0.008
H -4.02 1.00 0.37 0.022
O 3.30 -0.69 0.75 -0.058
H 2.73 -1.49 0.63 0.046
H 3.36 -0.49 1.71 0.054
O 2.75 2.95 -2.39 0.067
H 3.43 3.36 -2.94 -0.025
H 2.46 2.17 -2.86 0.021
O 3.94 4.15 -0.12 0.029
H 3.57 4.95 -0.49 -0.003
H 4.38 3.73 -0.87 -0.004
O 2.08 2.62 1.49 -0.011
H 2.09 3.42 2.05 -0.012
H 2.59 2.95 0.71 0.008
O 2.11 -2.76 1.75 0.137
H 1.26 -3.19 1.50 0.022
H 2.79 -3.44 1.66 -0.010
O 2.84 0.10 -2.05 -0.065
H 2.95 0.63 -1.25 0.058
H 3.72 -0.26 -2.21 0.007
H 1.16 1.18 1.15 -0.084
H 1.76 -0.22 1.10 -0.001


[3]
65
Properties=species:S:1:pos:R:3:lowdin_charge:R:1 method="wB97M-V/def2-TZVPD" de_lowest_kcal_mol=2.7 charge=+1 largest_force_ev_per_a=0.584 e_tot_ha=-3848.27546
Ru -1.49 0.28 0.65 0.781
Cl -3.96 0.94 0.53 0.791
C -4.63 -0.25 1.62 -0.610
C -5.97 -0.12 1.94 -0.087
C -6.54 -1.04 2.81 -0.041
C -5.77 -2.06 3.35 -0.084
C -4.43 -2.17 3.01 -0.673
Cl -3.50 -3.45 3.70 0.713
C -3.83 -1.26 2.13 -0.614
S -2.13 -1.50 1.69 0.710
H -6.56 0.68 1.52 0.117
H -7.58 -0.96 3.07 0.122
H -6.20 -2.78 4.03 0.116
Cl -1.46 1.36 2.91 0.771
C 0.23 1.24 3.36 -0.563
C 0.58 1.79 4.58 -0.082
C 1.90 1.69 5.00 -0.043
C 2.84 1.03 4.21 -0.043
C 2.46 0.49 3.00 -0.067
C 1.14 0.59 2.54 -0.368
P 0.73 -0.15 0.93 1.012
C 1.78 0.71 -0.27 -0.314
C 2.28 1.97 0.07 -0.079
C 3.04 2.68 -0.85 -0.053
C 3.29 2.15 -2.11 -0.053
C 2.77 0.91 -2.45 -0.055
C 2.01 0.19 -1.54 -0.098
C 1.28 -1.86 1.18 -0.338
C 0.87 -2.50 2.35 -0.137
C 1.24 -3.81 2.61 -0.057
C 2.04 -4.49 1.70 -0.056
C 2.47 -3.86 0.54 -0.053
C 2.10 -2.55 0.28 -0.058
H -0.16 2.28 5.19 0.116
H 2.19 2.12 5.95 0.119
H 3.86 0.95 4.55 0.118
H 3.19 -0.02 2.39 0.128
H 2.08 2.40 1.03 0.107
H 3.43 3.65 -0.58 0.113
H 3.88 2.71 -2.82 0.113
H 2.95 0.50 -3.44 0.116
H 1.59 -0.75 -1.85 0.088
H 0.26 -1.97 3.08 0.084
H 0.92 -4.29 3.52 0.114
H 2.33 -5.51 1.90 0.114
H 3.11 -4.38 -0.16 0.114
H 2.47 -2.07 -0.61 0.091
F -0.75 2.06 0.39 -0.534
O -0.59 -1.77 -2.13 0.115
C -0.94 -0.61 -2.14 -0.527
O -1.71 -0.13 -1.13 -0.292
C -0.65 0.36 -3.21 -0.164
C -0.80 1.72 -3.01 -0.005
C -0.43 2.64 -3.99 0.040
C 0.07 2.12 -5.16 -0.205
O 0.50 2.79 -6.26 0.053
C 0.90 1.80 -7.22 -0.104
O 0.74 0.52 -6.61 0.045
C 0.21 0.75 -5.37 -0.200
C -0.13 -0.16 -4.41 0.083
H -1.18 2.09 -2.07 0.103
H -0.53 3.70 -3.85 0.128
H 1.94 1.96 -7.47 0.140
H 0.25 1.88 -8.09 0.142
H -0.02 -1.23 -4.55 0.141


[4]
11
Properties=species:S:1:pos:R:3:lowdin_charge:R:1 method="wB97M-V/def2-TZVPD" de_lowest_kcal_mol=79.8 largest_force_ev_per_a=1.395 e_tot_ha=-322.44716
N 1.58 0.58 -0.18 0.061
C 0.98 0.19 -1.34 -0.152
O 0.04 -0.75 -1.12 -0.143
C -0.67 -0.84 0.12 -0.147
C -1.36 0.50 0.43 -0.234
O -2.09 0.63 1.38 0.063
H 2.26 1.30 -0.28 0.078
H 1.97 -0.17 0.35 0.088
H -0.07 -1.16 0.98 0.121
H -1.46 -1.59 -0.04 0.137
H -1.18 1.32 -0.31 0.127